#P
The following is a DFT calculation (wB97M-V/def2-TZVPD) of a cluster of 2 separate species, C2H3NO2 in total.

The spin multiplicity is 3. The HOMO energy (alpha / beta) comes out at -6.760 / -10.050 eV. Its expectation value of S² is 2.01. Its lowest unoccupied orbital energy (alpha / beta) is 0.8 / -2.4 eV. The HOMO-LUMO gap (alpha / beta) comes out at 7.60 / 7.62 eV.

Geometry (Å):
C: 0.542 1.413 3.016
C: 1.729 -0.880 -0.292
N: -0.393 0.766 3.143
O: 0.584 -0.816 0.066
O: -1.316 -0.022 3.135
H: 1.335 2.189 2.996
H: 2.360 -1.802 -0.148
H: 2.266 -0.006 -0.707

Need the Mulliken charges? In units of e they are: -0.219 -0.405 0.453 -0.184 -0.577 0.342 0.290 0.300



#Q
The following is a DFT calculation (wB97M-V/def2-TZVPD) of a cluster of 2 separate species, C2H3NO2 in total.

The spin multiplicity is 3. The HOMO energy (alpha / beta) comes out at -6.753 / -9.697 eV. Its expectation value of S² is 2.01. Its lowest unoccupied orbital energy (alpha / beta) is 0.7 / -2.9 eV. The HOMO-LUMO gap (alpha / beta) comes out at 7.47 / 6.80 eV.

Geometry (Å):
C: -1.146 0.033 0.089
C: 0.175 -0.347 0.506
N: -0.505 -1.008 -0.518
O: -2.132 0.668 0.148
O: 1.341 1.100 -0.406
H: 0.825 -0.718 1.265
H: -0.234 -1.295 -1.444
H: 1.676 1.568 0.360

Need the Mulliken charges? In units of e they are: 0.533 -0.325 -0.344 -0.494 -0.351 0.379 0.245 0.359



Energy relative to the most stable one, in hartree: #P 0.0193; #Q 0.0000



#P
The following is a DFT calculation (wB97M-V/def2-TZVPD) of a cluster of 2 separate species, C2H3NO2 in total.

The spin multiplicity is 3. The HOMO energy (alpha / beta) comes out at -6.653 / -11.071 eV. Its expectation value of S² is 2.01. Its lowest unoccupied orbital energy (alpha / beta) is 0.8 / -2.3 eV. The HOMO-LUMO gap (alpha / beta) comes out at 7.41 / 8.76 eV.

Geometry (Å):
C: -1.887 0.302 -0.146
C: 2.080 -0.141 -0.296
N: -2.420 -0.233 0.785
O: -1.479 0.690 -1.157
O: 1.751 0.471 -1.273
H: 2.376 -1.240 -0.385
H: -2.388 -0.204 1.769
H: 1.968 0.356 0.702

Need the Mulliken charges? In units of e they are: 0.518 -0.421 -0.401 -0.388 -0.156 0.273 0.270 0.304



#Q
The following is a DFT calculation (wB97M-V/def2-TZVPD) of a cluster of 2 separate species, C2H3NO2 in total.

The spin multiplicity is 3. The HOMO energy (alpha / beta) comes out at -5.378 / -10.521 eV. Its expectation value of S² is 2.01. Its lowest unoccupied orbital energy (alpha / beta) is 1.0 / -2.5 eV. The HOMO-LUMO gap (alpha / beta) comes out at 6.41 / 8.05 eV.

Geometry (Å):
C: -2.932 0.225 -0.174
C: 1.689 -0.589 0.018
N: 0.576 -0.140 -0.211
O: -3.588 -0.609 0.181
O: 0.359 1.178 0.139
H: 1.835 -1.632 -0.076
H: 2.498 0.174 0.406
H: -0.437 1.394 -0.283

Need the Mulliken charges? In units of e they are: 0.095 -0.552 -0.180 -0.108 -0.232 0.313 0.305 0.360



Energy relative to the most stable one, in hartree: #P 0.0000; #Q 0.1042



#P
The following is a DFT calculation (wB97M-V/def2-TZVPD) of a structure of composition C10H9NO.

The spin multiplicity is 1. The HOMO energy comes out at -8.402 eV. Its lowest unoccupied orbital energy is 0.2 eV. The HOMO-LUMO gap comes out at 8.57 eV.

Geometry (Å):
C: -3.262 1.058 0.075
C: -1.851 0.483 0.059
C: -0.766 1.167 0.036
C: 0.484 0.551 -0.055
C: 1.856 1.286 -0.215
C: 3.044 0.490 -0.236
C: 3.174 -0.926 0.018
C: 1.880 -1.424 0.258
C: 0.601 -0.772 0.100
C: -1.847 -1.078 -0.217
H: -3.284 2.116 -0.318
H: -3.961 0.156 -0.497
H: -3.516 1.112 1.398
H: -0.766 2.202 0.107
H: 1.879 2.335 -0.073
H: 3.932 1.139 -0.567
H: 4.173 -1.447 0.014
H: 1.793 -2.533 0.838
H: -0.316 -2.487 -0.403
N: -0.505 -1.567 -0.059
O: -2.745 -1.862 -0.264

Need the Mulliken charges? In units of e they are: -1.125 0.417 -0.505 0.898 -0.910 -0.169 -0.811 -0.141 0.146 0.276 0.338 0.282 0.212 0.493 0.382 0.246 0.351 0.176 0.252 -0.204 -0.604



#Q
The following is a DFT calculation (wB97M-V/def2-TZVPD) of the molecule C10H9NO.

The spin multiplicity is 1. The HOMO energy comes out at -7.404 eV. The structure (SMILES) is Nc1cccc2c(O)cccc12. Its lowest unoccupied orbital energy is 0.5 eV. The HOMO-LUMO gap comes out at 7.94 eV.

Geometry (Å):
N: -2.695 1.198 0.186
C: -1.691 0.175 0.008
C: -2.162 -1.217 -0.021
C: -1.160 -2.159 0.004
C: 0.220 -1.852 -0.188
C: 0.682 -0.663 -0.177
C: 2.059 -0.370 0.014
O: 2.960 -1.395 0.124
C: 2.474 0.958 0.010
C: 1.556 1.986 -0.044
C: 0.231 1.800 -0.113
C: -0.284 0.441 -0.033
H: -2.445 2.216 -0.039
H: -3.593 1.060 -0.207
H: -3.305 -1.276 0.184
H: -1.234 -3.297 0.196
H: 1.032 -2.501 -0.363
H: 2.371 -2.129 0.376
H: 3.488 1.283 0.249
H: 1.998 3.040 -0.003
H: -0.502 2.703 -0.163

Need the Mulliken charges? In units of e they are: -0.585 0.931 -0.596 -0.741 -0.789 0.512 0.408 -0.566 -0.633 -0.218 -0.842 0.605 0.205 0.244 0.252 0.233 0.665 0.336 0.338 0.247 -0.005



Energy relative to the most stable one, in hartree: #P 0.0450; #Q 0.0000